A 3-piece molecular cluster, C5H9NO overall, computed with the ωB97M-V functional and the def2-TZVPD basis.

```
16
Properties=species:S:1:pos:R:3:nbo_charge:R:1
C 1.23 -1.37 0.09 -0.622
C 0.31 -0.45 0.87 -0.075
N 0.83 0.95 1.02 -0.560
C -0.40 1.50 0.95 0.710
O -1.02 2.48 1.22 -0.538
C -1.00 0.06 0.25 -0.456
C -1.06 0.17 -1.16 -0.226
H 1.46 -0.98 -0.91 0.204
H 0.78 -2.37 -0.02 0.214
H 2.18 -1.48 0.63 0.232
H 0.14 -0.89 1.86 0.202
H 0.74 1.21 -0.75 0.213
H -1.95 -0.10 0.76 0.289
H -1.85 0.78 -1.60 0.231
H -0.63 -0.58 -1.82 0.216
H 0.22 1.06 -1.40 -0.032
```

## Properties
Orbital gap (spin up / spin down)   7.90 / 7.90 eV
LUMO level (spin up / spin down)   -1.0 / -1.0 eV

***

One molecule with the formula C5H9NO at a distorted geometry, computed with the ωB97M-V functional and the def2-TZVPD basis.

```
16
Properties=species:S:1:pos:R:3:nbo_charge:R:1
C 0.52 -1.48 -0.38 -0.668
C 0.82 -0.22 0.44 0.084
O 1.74 0.72 -0.12 -0.724
C -0.47 0.67 0.68 -0.319
C -0.86 1.51 -0.54 -0.601
C -1.51 -0.33 0.93 0.366
N -1.69 -1.45 0.63 -0.449
H -0.82 -2.13 0.00 0.337
H 1.19 -2.30 -0.12 0.211
H 0.57 -1.25 -1.45 0.201
H 1.19 -0.50 1.44 0.167
H 2.48 0.25 -0.51 0.480
H -0.30 1.34 1.54 0.242
H -1.77 2.08 -0.35 0.218
H -1.04 0.87 -1.41 0.215
H -0.05 2.20 -0.78 0.239
```

## Properties
Orbital gap   9.13 eV
LUMO level   0.4 eV

***

A 2-piece molecular cluster, C5H9NO overall at a distorted geometry, computed with the ωB97M-V functional and the def2-TZVPD basis.

```
16
Properties=species:S:1:pos:R:3:nbo_charge:R:1
C -1.18 0.16 1.34 -0.617
C -1.17 0.10 -0.16 -0.089
N -1.69 1.27 -0.86 -0.592
C -0.27 0.95 -0.97 -0.277
C 2.51 -0.70 0.27 -0.798
C 1.73 -1.59 -0.31 0.730
O 1.04 -2.37 -0.84 -0.466
H -0.91 1.16 1.68 0.215
H -2.17 -0.08 1.74 0.214
H -0.45 -0.55 1.76 0.213
H -1.42 -0.87 -0.59 0.197
H -2.18 1.01 -1.71 0.352
H 0.11 0.55 -1.91 0.196
H 0.40 1.65 -0.48 0.190
H 2.28 0.35 0.20 0.265
H 3.38 -1.04 0.82 0.266
```

## Properties
Orbital gap   10.32 eV
LUMO level   0.9 eV